Entry 1:
161
Properties=species:S:1:pos:R:3:forces:R:3 method="wB97M-V/def2-TZVPD" homo_ha=-0.321 multiplicity=1 smiles="COCCNCCOC.COCCNCCOC.COCCNCCOC.COCCNCCOC.COCCNCCOC.COCCNCCOC.NC(N)=O.O.O.O" homo_lumo_gap_ev=9.068 e_tot_ev=-84665.5906
C -4.267337 -1.622467 1.327278 0.0 -0.4 -0.6
O -4.305947 -2.226802 2.382787 -0.1 0.0 0.2
N -3.159605 -0.949000 0.875765 -1.0 -0.6 0.6
N -5.298732 -1.593806 0.414330 0.5 0.5 0.1
H -3.240618 -0.525722 -0.026797 0.6 0.1 0.0
H -2.343027 -0.993048 1.458263 0.3 0.5 -0.3
H -6.139840 -2.108830 0.580204 0.0 0.0 0.1
H -5.106538 -1.124599 -0.463423 -0.4 -0.3 -0.1
C -1.531742 1.755012 4.275412 0.2 -0.4 0.2
O -2.431918 2.699504 4.794932 -0.1 0.2 0.0
C -1.776859 3.664280 5.596279 0.3 0.0 0.1
C -2.814421 4.616359 6.143758 0.3 0.2 -0.3
N -3.650004 3.967384 7.132752 -0.2 0.1 -0.1
C -4.758249 4.812065 7.547301 -0.4 0.0 -0.1
C -5.647449 4.072261 8.512581 0.1 0.2 0.2
O -6.380760 3.087167 7.815258 0.0 0.0 0.0
C -6.700034 1.964519 8.601808 0.2 -0.6 -0.5
H -2.073222 0.978197 3.741267 -0.2 0.2 -0.1
H -0.986229 1.258574 5.090717 0.1 0.1 -0.1
H -0.800527 2.220858 3.602236 0.0 0.0 0.0
H -1.008489 4.206565 5.021889 -0.2 0.0 -0.2
H -1.229791 3.163379 6.409381 -0.2 0.0 0.1
H -3.373816 5.025052 5.283740 -0.1 -0.1 0.1
H -2.312020 5.481241 6.587749 0.0 -0.1 0.2
H -4.073361 3.156689 6.687158 0.1 -0.1 0.1
H -5.372385 5.125897 6.686934 0.0 0.1 0.0
H -4.428038 5.725396 8.049024 0.4 -0.1 -0.1
H -6.328093 4.779735 9.006069 -0.1 -0.1 0.0
H -5.003877 3.625568 9.280753 -0.1 -0.1 0.0
H -7.409313 1.364596 8.029112 -0.2 0.2 0.1
H -7.118511 2.229076 9.574592 0.0 0.0 0.0
H -5.822872 1.314064 8.725651 0.0 0.2 0.3
C 4.194586 1.593645 4.390218 0.1 0.0 -0.2
O 4.407191 1.968798 3.043662 -0.1 -0.1 0.1
C 3.283160 2.657214 2.554421 -0.7 0.3 -0.1
C 3.338421 2.765494 1.045706 0.7 -1.0 0.3
N 2.206343 3.512231 0.537781 0.5 -0.1 -0.4
C 2.372739 3.905579 -0.865086 -1.0 0.7 -0.2
C 3.536559 4.811394 -1.177162 0.3 -0.7 0.2
O 3.446098 5.989388 -0.418354 0.1 -0.1 0.1
C 4.524003 6.850872 -0.638731 0.3 0.8 -0.2
H 3.468489 0.778530 4.430199 0.0 0.0 0.1
H 3.805506 2.437964 4.970301 0.1 0.0 0.1
H 5.142261 1.260080 4.806451 0.0 0.0 0.0
H 3.201943 3.641493 3.034825 0.1 0.1 -0.2
H 2.341396 2.131149 2.793084 0.2 -0.1 0.2
H 3.352030 1.731418 0.662552 0.0 0.1 -0.1
H 4.319965 3.145569 0.754865 -0.3 0.5 0.0
H 1.426768 2.862074 0.531317 -0.2 0.3 0.2
H 1.482977 4.513250 -1.082350 0.0 -0.2 -0.2
H 2.361385 3.071788 -1.581364 0.2 -0.1 0.1
H 3.517504 4.990135 -2.257046 0.0 0.3 -0.1
H 4.488206 4.296847 -0.969512 0.0 0.2 0.0
H 4.590289 7.580267 0.170298 -0.2 -0.2 0.1
H 4.399159 7.435708 -1.563519 0.0 -0.2 0.0
H 5.494310 6.342578 -0.691423 -0.1 -0.2 0.0
C 0.338784 -6.186509 -6.171807 0.0 0.0 0.1
O 0.279576 -6.315037 -4.773074 0.2 0.0 0.1
C -0.982107 -6.735059 -4.335654 -0.5 -0.5 0.1
C -1.068418 -6.866320 -2.836845 -0.6 0.0 0.3
N -1.075062 -5.596748 -2.108850 0.5 -0.3 0.0
C 0.268609 -5.002309 -2.012544 -0.2 -0.3 0.0
C 0.228353 -3.750378 -1.183922 0.2 0.5 0.4
O 0.203686 -4.090362 0.199580 -0.3 -0.4 -0.2
C -0.763372 -3.373688 0.931633 0.0 0.8 0.5
H 0.050180 -7.121827 -6.664749 0.1 0.0 0.0
H 1.369515 -5.937766 -6.412328 0.0 0.0 -0.2
H -0.330895 -5.389047 -6.516470 0.0 0.0 -0.1
H -1.229815 -7.731532 -4.742154 0.2 0.1 -0.2
H -1.777160 -6.056595 -4.679247 0.1 0.1 0.0
H -0.344191 -7.593758 -2.442305 0.3 0.1 -0.2
H -2.053339 -7.314621 -2.660404 0.1 0.0 0.0
H -1.341428 -5.847482 -1.160008 -0.1 0.3 0.0
H 0.651675 -4.803784 -3.011179 -0.1 0.1 0.0
H 0.970199 -5.708950 -1.540606 0.1 0.1 0.0
H -0.649481 -3.137604 -1.417788 0.0 -0.2 -0.2
H 1.108679 -3.116197 -1.367706 0.0 -0.1 0.0
H -0.761208 -3.716745 1.965887 0.0 -0.2 -0.1
H -1.784674 -3.444266 0.541767 0.1 -0.3 -0.2
H -0.516625 -2.301769 0.964372 0.0 -0.1 -0.1
C 4.727243 -6.368616 1.547667 0.9 0.4 -0.3
O 4.333060 -5.241811 2.293535 0.0 0.0 0.0
C 2.943224 -5.019602 2.244106 -0.5 -0.2 0.4
C 2.628157 -3.749771 3.009594 0.1 0.2 -0.4
N 3.241286 -2.538743 2.447947 -0.1 -0.3 -0.1
C 2.776566 -2.167422 1.105499 0.8 -0.2 0.1
C 3.719236 -1.083113 0.605509 -0.6 0.3 -0.4
O 5.040884 -1.534002 0.420380 0.1 -0.1 0.0
C 5.175168 -2.519978 -0.589398 0.1 0.4 0.1
H 5.723899 -6.653999 1.892887 -0.2 -0.2 0.2
H 4.885167 -6.091302 0.494854 -0.5 -0.2 0.0
H 4.032177 -7.202518 1.644731 0.0 0.0 0.0
H 2.422871 -5.850317 2.748829 0.0 0.0 -0.1
H 2.541874 -4.971936 1.224087 0.2 0.0 -0.1
H 3.015368 -3.862146 4.023689 -0.2 0.0 0.1
H 1.542812 -3.631501 3.019684 0.0 0.1 0.2
H 4.226645 -2.771192 2.334012 0.1 0.3 0.2
H 1.741829 -1.821224 1.125901 0.0 0.0 0.0
H 2.852043 -3.011584 0.408770 -0.4 0.0 -0.1
H 3.762744 -0.260297 1.322052 0.2 -0.1 0.1
H 3.341628 -0.660853 -0.341341 0.0 -0.1 0.0
H 4.513648 -2.309295 -1.438619 -0.1 0.0 0.0
H 4.972713 -3.520912 -0.199234 0.0 -0.1 -0.1
H 6.203276 -2.455770 -0.942484 0.0 -0.2 0.0
C -4.502556 -2.344600 -5.785988 -0.5 -0.6 -0.3
O -4.099770 -1.421191 -4.822029 0.0 0.3 0.1
C -3.532930 -2.030851 -3.684564 0.4 -0.5 -0.4
C -2.957839 -0.968850 -2.801856 0.5 0.0 0.6
N -3.995035 -0.188771 -2.130139 0.2 0.3 -0.5
C -3.494246 1.103053 -1.675353 0.2 0.5 0.0
C -4.645763 1.929468 -1.165105 0.0 0.2 0.5
O -5.504889 2.171554 -2.254141 -0.2 -0.1 0.0
C -6.677557 2.879160 -1.900765 0.1 0.0 -0.1
H -3.717217 -3.068546 -6.045749 0.1 0.2 0.1
H -4.795697 -1.803198 -6.683488 0.1 0.1 0.0
H -5.371871 -2.938887 -5.462436 0.1 0.1 0.1
H -2.724285 -2.704235 -4.011913 0.0 0.0 0.1
H -4.258065 -2.660748 -3.151955 -0.1 0.2 0.0
H -2.269761 -0.324988 -3.370238 -0.2 0.0 -0.2
H -2.317192 -1.455162 -2.053423 -0.2 0.0 0.1
H -4.694337 0.025863 -2.839184 -0.1 -0.1 0.2
H -2.980057 1.686898 -2.457523 -0.1 -0.2 -0.2
H -2.740260 0.994645 -0.892382 -0.1 -0.1 0.1
H -4.302986 2.874195 -0.716689 0.1 0.0 -0.2
H -5.168793 1.396791 -0.356245 -0.1 -0.1 -0.2
H -6.497319 3.959389 -1.908929 0.0 0.0 0.1
H -7.038314 2.576111 -0.913660 0.0 0.0 0.0
H -7.437330 2.650090 -2.645684 0.0 0.0 0.0
C 0.640179 0.195202 -1.479840 0.1 0.7 0.0
O 1.564740 0.767615 -2.386136 -0.5 0.1 -0.4
C 1.881437 -0.179826 -3.379883 1.1 -0.7 1.1
C 2.810013 0.337571 -4.440633 -0.5 0.5 -0.7
N 2.166486 1.347955 -5.297162 0.1 -0.3 0.1
C 3.079364 1.862079 -6.305480 0.6 0.0 0.1
C 4.094069 2.889858 -5.825323 -0.2 0.2 -0.3
O 3.468761 4.158608 -5.784534 0.0 -0.1 0.2
C 4.382027 5.184634 -5.490128 0.0 0.1 0.0
H 0.329947 0.972537 -0.786427 0.2 0.1 0.1
H 1.120688 -0.607657 -0.914299 -0.3 -0.2 0.0
H -0.276741 -0.111243 -1.996699 0.2 -0.4 0.0
H 0.993679 -0.685986 -3.777217 -0.2 0.3 -0.2
H 2.457801 -0.966421 -2.847689 -0.2 -0.2 -0.3
H 3.104695 -0.536386 -5.045144 0.2 0.0 0.1
H 3.716726 0.763189 -4.012593 -0.1 0.0 0.2
H 1.435679 0.839404 -5.785405 -0.2 0.3 0.0
H 2.541385 2.394105 -7.089398 -0.3 -0.3 -0.1
H 3.668892 1.046826 -6.763436 -0.2 0.0 -0.1
H 4.886742 2.909936 -6.588314 0.1 0.0 0.2
H 4.546942 2.676560 -4.849523 0.0 -0.2 0.0
H 4.992086 4.942509 -4.612837 0.0 0.0 0.1
H 3.815901 6.089908 -5.277048 0.0 0.0 0.0
H 5.055784 5.374814 -6.335558 0.0 0.0 0.0
O -0.497415 0.164502 1.501497 0.4 0.1 0.0
H -0.549561 1.038825 1.094126 -0.3 0.1 0.1
H 0.138148 0.267865 2.227605 -0.1 -0.3 0.1
O 1.372983 -0.428834 3.579939 0.0 0.2 -0.3
H 2.107464 -0.766469 3.040406 0.1 -0.3 0.3
H 1.639248 -0.614289 4.483782 -0.1 0.0 0.1
O -1.184784 2.773781 0.365316 0.0 0.0 -0.1
H -1.566718 3.503184 0.863365 0.0 0.0 0.1
H -1.175250 3.072079 -0.550035 0.1 0.0 0.0

Entry 2:
169
Properties=species:S:1:pos:R:3:forces:R:3 method="wB97M-V/def2-TZVPD" homo_ha="-0.381 / -0.381" multiplicity=2 s_squared=0.781 homo_lumo_gap_ev="5.510 / 5.826" e_tot_ev=-129405.8222 total_charge=+1
O -1.940521 -0.612102 4.570674 -0.5 -1.3 0.3
V -2.331097 -1.884400 3.756528 1.8 3.6 -1.6
Ag -0.951247 -4.437114 0.610766 0.0 0.0 -0.5
B -2.681633 -3.570814 2.033195 0.0 -1.7 -0.7
H -3.466972 -3.083664 2.675223 -2.0 0.5 1.3
H -2.702306 -4.725915 2.154893 -0.2 -1.5 0.4
H -2.890184 -3.286809 0.936001 -0.1 0.5 -1.3
H -1.646602 -3.240110 2.336089 2.0 0.9 0.9
C 0.261712 0.323684 0.420899 -0.5 -0.2 0.2
F 1.223518 0.307694 1.337261 -0.1 -0.3 0.3
F -0.359747 1.490215 0.477365 -0.2 0.1 0.0
F 0.823163 0.184350 -0.767649 -0.1 -0.1 -0.2
S -0.976261 -1.066104 0.688851 -0.1 0.1 -1.5
O -1.900770 -0.966406 -0.421321 0.3 0.5 1.3
O -0.139130 -2.253665 0.629958 0.6 -0.2 0.4
O -1.537260 -0.798990 2.021313 -0.2 -0.3 0.5
C -0.077267 2.248257 4.088026 -0.2 -0.2 -1.0
C 0.189892 2.815082 5.487254 1.1 -1.7 -1.5
C -0.556668 2.133292 6.598804 -0.9 0.8 0.6
O -1.939085 2.129515 6.295183 0.1 0.4 -0.1
C -2.778892 1.403417 7.156172 0.0 0.0 0.0
N 1.605725 2.612936 5.789662 0.8 0.6 0.7
H 0.447579 2.868387 3.351733 -0.5 0.5 0.1
H -1.135789 2.147245 3.836762 0.0 0.4 0.0
H 0.363329 1.288376 3.786220 0.0 -0.4 1.1
H -0.038806 3.878352 5.411525 0.0 0.0 0.5
H -0.392832 2.753393 7.487978 0.1 -0.3 0.2
H -0.199617 1.119481 6.807297 0.1 -0.1 -0.2
H -2.409212 1.263823 8.176715 0.4 0.0 -0.1
H -2.944457 0.439031 6.670290 -0.3 -0.3 0.4
H -3.717035 1.947349 7.279287 -0.1 -0.1 -0.3
H 1.864632 1.664136 6.027921 -0.5 -0.1 0.1
H 2.232895 2.859681 5.038585 -0.2 0.4 -0.2
C -5.376901 -2.882025 -1.673145 0.1 0.4 -0.3
C -5.290544 -1.580736 -0.867940 0.5 -0.1 -0.6
C -6.534554 -0.717081 -1.111168 -0.2 0.2 -0.2
O -6.805743 -0.507432 -2.485740 -0.1 -0.2 0.1
C -6.153229 0.631689 -3.020300 0.0 -0.6 -0.1
N -5.076389 -1.856148 0.557501 -1.2 0.7 -0.2
H -4.434871 -3.422495 -1.558663 -0.1 -0.1 -0.1
H -5.524060 -2.629314 -2.725502 0.1 -0.2 0.0
H -6.206003 -3.530278 -1.381562 0.0 0.1 0.2
H -4.382772 -1.073570 -1.210042 -0.2 0.3 -0.1
H -6.518725 0.277647 -0.654830 0.4 -0.1 0.5
H -7.406015 -1.236667 -0.703127 0.0 -0.1 0.0
H -6.533994 0.773384 -4.029842 -0.1 0.1 0.1
H -5.080345 0.432046 -3.095864 0.1 0.3 0.1
H -6.371242 1.511205 -2.408388 0.2 0.1 -0.1
H -5.944688 -2.310044 0.843473 0.3 -0.2 0.4
H -4.319540 -2.514454 0.624549 -0.1 -0.3 0.0
C -1.524021 -0.482851 -4.112340 -0.1 0.1 -0.2
C -1.092348 -1.948146 -3.965005 0.0 0.7 -0.2
C 0.445759 -2.052496 -3.923661 -1.3 0.1 -0.1
O 1.047806 -1.398773 -5.019989 -1.2 -0.4 -0.5
C 1.000262 -2.155388 -6.219004 -0.1 0.4 0.1
N -1.706411 -2.574383 -2.782915 -0.2 0.3 0.0
H -1.126404 0.163372 -3.325177 0.1 -0.1 0.1
H -2.612971 -0.393677 -4.069209 -0.1 -0.1 0.0
H -1.207837 -0.058413 -5.066047 0.1 0.0 0.1
H -1.492970 -2.463026 -4.842763 0.3 -0.2 0.0
H 0.733021 -3.105564 -3.858316 0.2 0.0 0.1
H 0.777258 -1.509852 -3.034603 0.1 -0.2 0.1
H 1.662939 -1.625939 -6.898386 0.1 -0.3 -0.2
H 0.004436 -2.191914 -6.671529 -0.1 0.2 0.1
H 1.300169 -3.194643 -6.061271 0.3 0.0 0.1
H -2.696460 -2.602505 -3.023966 0.0 -0.4 0.2
H -1.694038 -1.876935 -2.032777 0.2 -0.4 -0.3
C 3.611645 -1.470721 -4.159175 1.1 -0.2 2.4
C 4.164568 -0.062779 -3.899681 -0.3 -0.9 -1.0
C 3.795939 0.452823 -2.518111 0.4 0.7 -0.9
O 4.103617 1.846124 -2.562894 0.4 -0.1 0.0
C 3.713913 2.582116 -1.435273 0.6 -0.2 0.7
N 5.615352 -0.111314 -4.058235 0.3 0.3 0.1
H 4.008679 -1.945556 -5.053825 -0.4 0.4 -0.5
H 2.536780 -1.518662 -3.989694 1.0 0.0 -0.6
H 4.044321 -2.101634 -3.366699 0.1 0.1 -0.2
H 3.712590 0.570604 -4.672808 -0.2 0.4 0.3
H 4.402868 -0.073967 -1.775287 -0.1 0.1 0.2
H 2.718443 0.370960 -2.348473 0.5 -0.6 0.4
H 2.755624 2.228027 -1.031656 0.0 0.1 0.0
H 3.647614 3.640743 -1.689816 -0.2 -0.1 -0.2
H 4.474375 2.516120 -0.648469 -0.1 -0.1 0.1
H 6.020385 0.806185 -3.898668 -0.1 0.0 0.1
H 5.833536 -0.331706 -5.023696 0.0 -0.1 0.0
C -3.560515 1.285502 2.027812 0.3 0.2 -0.4
C -4.242655 0.651997 3.232477 0.1 0.1 0.2
C -5.735178 1.051515 3.148305 1.1 0.0 -0.4
O -6.509831 0.428024 4.129997 -0.2 0.0 0.1
C -6.454686 1.117140 5.372122 0.3 -0.5 0.6
N -4.211095 -0.866702 3.213316 0.4 0.6 -0.3
H -2.517661 1.561626 2.163749 0.1 -0.4 0.2
H -4.032929 2.226144 1.732817 -0.3 -0.1 0.2
H -3.644715 0.633167 1.155889 0.1 0.0 0.0
H -3.752077 0.903203 4.174067 -0.2 0.5 0.0
H -6.014282 0.723163 2.141519 -0.6 -0.2 0.2
H -5.817974 2.141980 3.143935 -0.1 0.0 0.3
H -6.838693 0.451157 6.144145 -0.4 0.0 -0.2
H -7.013535 2.050878 5.347943 0.0 0.0 -0.1
H -5.428253 1.298742 5.707151 0.1 0.3 -0.4
H -5.072321 -1.052940 3.737618 0.1 -0.7 -0.1
H -4.385977 -1.071218 2.210648 -0.4 -0.5 0.2
C -0.409481 3.515340 -7.020993 0.0 -1.6 0.8
C -0.906060 3.841354 -5.612180 -0.5 1.2 -0.6
C 0.155044 3.665767 -4.524547 -1.2 -0.5 -0.3
O 0.422803 2.290826 -4.378434 0.9 0.1 -0.6
C 1.396083 2.031466 -3.382141 -1.4 0.1 0.2
N -1.300923 5.278806 -5.558655 -0.5 -0.2 0.8
H 0.556827 3.978105 -7.207748 -0.2 0.3 -0.3
H -1.148771 3.628148 -7.812541 0.0 0.8 0.1
H -0.246250 2.430096 -7.048267 0.3 0.0 0.1
H -1.822834 3.289335 -5.376515 0.4 -0.7 0.0
H -0.293249 4.002266 -3.578241 0.2 0.4 0.1
H 1.008319 4.296785 -4.789961 0.3 -0.2 0.2
H 1.508661 0.950212 -3.310392 -0.2 0.2 -0.4
H 0.941281 2.371868 -2.440076 0.3 0.0 0.3
H 2.375209 2.500372 -3.500142 -0.4 0.1 -0.5
H -2.198477 5.376991 -6.031473 0.3 0.0 -0.5
H -1.622004 5.393540 -4.592884 0.4 0.4 0.0
C 0.682111 -1.698726 6.117587 0.7 0.2 0.0
C 1.097462 -1.893436 4.667737 -0.4 1.3 0.2
C 2.381704 -2.724238 4.537846 -0.4 0.1 0.3
O 2.933991 -2.751239 3.249938 0.0 -0.2 0.1
C 3.613235 -1.579004 2.875526 -0.3 1.4 -0.5
N -0.011577 -2.533470 3.909554 0.3 -1.4 0.4
H 1.492641 -1.159469 6.616508 0.1 -0.4 0.2
H 0.526585 -2.667927 6.597594 -0.1 0.1 0.2
H -0.164155 -1.026897 6.239638 -0.3 -0.4 -0.2
H 1.242952 -0.890943 4.249623 0.1 -0.1 -0.2
H 2.123042 -3.758478 4.785655 0.1 -0.1 0.0
H 3.101968 -2.384725 5.287230 0.1 0.1 -0.1
H 4.161605 -1.046242 3.661046 0.2 -0.7 0.4
H 2.917405 -0.803444 2.527114 -0.1 -0.3 -0.1
H 4.294527 -1.776839 2.051750 0.0 -0.3 0.1
H -0.021460 -3.446092 4.386235 -0.4 0.0 -0.2
H 0.440347 -2.797580 3.024779 -0.6 0.4 -0.3
C 4.850350 5.791907 0.525539 0.8 0.1 1.4
C 3.473354 5.335936 1.050935 0.3 1.4 -0.7
C 3.563466 4.332842 2.170658 0.9 -1.3 0.1
O 4.337832 3.194978 1.737802 -0.5 -0.2 0.0
C 3.786520 1.957164 2.218480 1.0 1.4 -0.9
N 2.708866 6.499019 1.552703 0.7 0.3 0.0
H 5.490401 5.951526 1.406882 0.1 -0.4 0.0
H 4.890261 6.808457 0.127576 -0.7 -0.2 -0.6
H 5.365376 5.090240 -0.127168 -0.1 0.0 -0.1
H 2.941572 4.972196 0.167744 -0.3 -0.5 0.4
H 2.581366 4.033418 2.548699 -0.2 0.0 -0.4
H 4.120041 4.657325 3.058538 -0.2 0.9 -0.1
H 4.558194 1.204661 2.064928 0.0 -0.1 0.1
H 2.939958 1.752138 1.568835 -0.4 -0.4 0.6
H 3.594473 2.105370 3.279644 -0.5 -0.6 0.1
H 2.749986 7.190918 0.805139 -0.5 -0.1 -0.1
H 3.336357 6.955546 2.221172 -0.3 -0.2 0.3
C 4.168795 -6.829314 -3.157552 0.1 0.0 0.7
C 3.434958 -5.513339 -3.249228 -1.5 0.5 -1.2
C 3.495467 -4.625056 -2.028530 0.5 -0.4 0.3
O 2.491457 -3.635632 -2.099327 -0.1 -0.1 0.2
C 2.699254 -2.580592 -1.174639 -0.1 -0.4 -0.3
N 3.796539 -4.764542 -4.446335 0.8 0.5 -0.7
H 4.037283 -7.406680 -4.070336 0.1 0.1 -0.1
H 3.710895 -7.394637 -2.340763 0.2 -0.2 0.0
H 5.231285 -6.709313 -2.941699 0.0 0.0 -0.1
H 2.371057 -5.767413 -3.396187 -0.1 -0.2 0.6
H 4.479209 -4.152164 -1.919740 0.1 0.0 -0.2
H 3.373501 -5.265185 -1.143907 -0.2 0.1 0.1
H 3.633287 -2.061177 -1.401931 0.0 0.0 0.3
H 2.702950 -2.966996 -0.150903 0.1 0.1 0.1
H 1.865962 -1.895697 -1.299408 0.0 0.0 0.1
H 3.414058 -5.146904 -5.302209 0.1 -0.5 0.2
H 3.491669 -3.798389 -4.468623 0.0 -0.2 0.6

Among the records above, which one has the highest multiplicity? C37H103AgBF3N9O13SV

Among the records above, which one has the highest multiplicity? C37H103AgBF3N9O13SV